# 1
ORCA calculation (ωB97M-V/def2-TZVPD) on 15 unconnected molecules or ions with the total composition C5H39NO14 in a non-equilibrium geometry.

Geometry (Å):
H1 -2.653 -2.007 1.238
H2 1.210 3.327 -2.795
H3 -2.556 -4.378 1.565
O1 -3.501 1.212 1.530
O2 -1.536 1.660 3.481
H4 -1.361 -0.149 -2.478
H5 -1.946 1.162 -3.396
H6 0.342 -3.040 2.839
H7 2.249 -0.081 2.671
H8 -0.456 1.060 -0.720
C1 0.784 -2.067 -2.194
H9 -0.985 -4.335 1.725
H10 0.291 -0.122 -5.161
O3 -3.039 -1.500 1.949
H11 -2.143 -0.780 -1.143
C2 0.425 -0.808 -0.082
H12 -0.987 2.434 3.345
O4 -1.786 -3.813 1.585
O5 2.802 0.271 -2.754
H13 -0.917 3.380 0.454
H14 -0.927 2.048 -2.633
H15 1.498 2.324 0.410
H16 -2.999 -2.051 2.733
H17 -1.832 -1.937 -2.507
H18 5.103 -0.551 -0.676
O6 -0.336 3.222 1.229
H19 1.420 0.051 -4.063
O7 2.095 2.957 -2.690
H20 -3.107 1.632 2.321
H21 2.396 -0.442 -2.244
O8 -0.122 -3.430 3.600
N1 1.465 1.555 -0.275
H22 3.893 -1.411 -0.046
H23 0.010 0.934 1.025
H24 -0.096 4.089 1.571
H25 -2.471 1.907 0.338
H26 1.473 -1.106 -0.134
H27 0.558 -2.498 -3.164
H28 1.015 -0.444 4.674
H29 3.384 0.573 -2.042
O9 0.633 -0.606 3.801
H30 -1.002 -3.066 3.472
C3 0.334 0.739 0.000
H31 -1.016 0.849 3.545
O10 -1.740 2.063 -3.136
O11 2.944 -0.027 1.989
C4 -1.449 -1.098 -1.929
H32 1.537 1.942 -1.245
H33 2.126 2.030 -2.975
H34 -2.737 2.343 -1.172
H35 1.764 -2.420 -1.878
H36 -0.068 -1.296 0.759
H37 2.563 0.336 1.177
O12 4.215 -0.896 -0.788
H38 0.194 -1.471 3.793
O13 0.577 0.381 -4.400
C5 -0.059 -1.372 -1.439
O14 -2.119 2.453 -0.446
H39 -3.351 0.268 1.788

Cartesian forces, eV/Å:
0.2201 -0.4533 -0.1382
0.1088 -0.1295 -0.6127
-0.0309 -0.5871 -0.0604
0.5841 -0.6095 0.7211
-0.7448 -0.2693 0.2521
-0.1400 -0.7645 -0.4631
0.2747 0.1240 -0.2264
0.2219 -0.4913 0.2653
-0.0318 -0.0258 -0.4729
0.0355 0.0840 0.2846
0.4908 -0.9357 -0.1075
-0.5118 -0.3507 0.0021
0.2488 -0.2203 -0.2286
-0.2397 0.7857 0.3211
-0.0023 -0.5963 0.2248
0.6688 -1.1065 -2.5315
0.3969 -0.2406 -0.1374
0.2886 0.4273 -0.3185
-0.1610 0.3430 0.7718
-0.1688 -0.1994 0.2865
0.1273 -0.2748 -0.1223
0.4807 -0.1717 0.0925
-0.0993 -0.1094 -0.0888
-0.1137 0.3862 -0.1290
0.0855 -0.3920 0.6195
0.6268 0.4457 -0.1030
-0.1216 -0.1062 -0.5367
-0.1752 0.0126 1.0353
-0.1037 0.1585 -0.2957
-0.2655 -0.4476 -0.4668
0.6292 0.8369 -0.2767
-1.8689 0.8862 -0.2334
0.7421 0.1203 0.5422
0.0003 0.3726 -0.3017
-0.0434 0.1527 -0.0118
-0.2306 0.6858 -0.9288
0.0634 0.1261 0.8188
-0.5370 0.2276 0.0608
-0.2641 -0.3645 -0.0199
0.5948 0.0811 -0.4622
-0.0732 0.5297 -0.3967
-0.5103 -0.3835 0.0623
-0.4952 -0.5593 1.1052
0.4351 0.4079 0.0387
-0.6483 0.5080 -0.1827
0.0405 -0.0230 -0.0873
0.2253 1.1577 0.4663
0.9908 -0.2928 0.1800
-0.2451 0.0483 -0.7233
-0.1030 0.1056 -0.2398
0.0898 0.4822 0.3467
-0.1120 0.3970 0.0281
0.1011 -0.1513 0.5701
-0.7248 0.2692 -0.7470
0.4278 0.0994 0.6788
-0.2308 0.4345 0.6227
0.0288 -0.0987 0.7081
0.1328 -0.8476 1.1327
-0.3642 0.5062 -0.5877

HOMO-LUMO gap (spin up / spin down) (eV): 10.356 / 5.584
Largest force on an atom (eV Å⁻¹): 2.84
Net charge: +1
LUMO (spin up / spin down) (eV): -2.76 / -7.50
Multiplicity: 2
⟨S²⟩: 0.75
E (hartree): -1321.676071
M (g mol⁻¹): 337.360

Results of the Mulliken charge analysis, in e, for atoms 1 through 6:
1 H 0.2983
2 H 0.3403
3 H 0.2531
4 O -0.7314
5 O -0.6329
6 H -0.4526

=====

# 2
ORCA calculation (ωB97M-V/def2-TZVPD) on a molecular structure, C5H3Br3O2 in a non-equilibrium geometry.

Geometry (Å):
Br1 0.960 -1.813 2.365
C1 1.014 -0.506 0.997
H1 -0.644 -0.881 -0.280
H2 0.889 0.624 -2.037
O1 3.164 1.390 -0.895
C2 0.300 -0.470 -0.220
C3 -0.084 0.987 2.120
C4 2.282 0.699 -0.474
Br2 0.064 2.510 0.882
O2 2.263 0.058 0.796
H3 -1.084 0.706 2.055
Br3 0.781 1.257 3.773
C5 1.011 0.268 -1.104

Cartesian forces, eV/Å:
0.2049 -0.4953 -0.7332
0.3603 2.7136 2.7499
-1.7784 -0.7511 -0.4707
-1.2006 0.7827 -3.0713
-0.5310 -0.7171 0.8021
1.3910 0.7296 -1.5590
3.2946 0.3143 -2.7854
-0.4150 -0.6498 0.0700
-0.1167 -0.3591 0.9748
0.1092 0.2553 0.3583
-1.5262 -0.6805 0.6444
-0.4788 -0.0739 -0.3255
0.6868 -1.0688 3.3456

HOMO-LUMO gap (spin up / spin down) (eV): 8.145 / 8.144
Largest force on an atom (eV Å⁻¹): 4.33
Net charge: 0
LUMO (spin up / spin down) (eV): -1.00 / -1.00
E (hartree): -8064.758359
M (g mol⁻¹): 334.789

Results of the Mulliken charge analysis, in e, for atoms 1 through 6:
1 Br -0.0349
2 C 0.0023
3 H 0.5525
4 H 0.4662
5 O -0.5242
6 C -0.2840

=====

# 3
ORCA calculation (ωB97M-V/def2-TZVPD) on a molecular structure, C5H3CaO6 in a non-equilibrium geometry.

Geometry (Å):
C1 2.003 -0.629 -2.483
O1 -0.029 -2.207 -0.710
O2 2.960 -1.110 -2.898
O3 0.349 1.237 1.745
C2 0.042 -0.987 -0.671
H1 -1.342 0.255 3.172
H2 -2.863 0.013 3.067
H3 0.304 1.900 -0.244
O4 2.360 -0.553 -0.114
C3 -0.889 -0.209 -1.619
O5 -1.090 -0.247 -2.783
C4 0.695 1.079 0.533
Ca1 -1.590 1.295 0.515
O6 -2.098 0.325 2.552
C5 1.189 -0.161 -0.060

Cartesian forces, eV/Å:
2.9255 -1.4204 -2.4745
-0.4657 2.3308 1.1856
-2.6204 1.3311 1.1353
-0.2580 0.1284 -0.4234
1.8160 -3.1521 -2.7810
-0.2029 0.1204 -0.4989
0.1927 0.1031 -0.3438
1.3287 -1.1959 0.5848
-3.2002 0.6697 0.9456
-0.6184 0.4190 -0.6335
0.3977 0.0280 1.7440
-0.1252 1.4117 -0.7628
-1.9545 0.3898 1.1330
-0.1093 -0.2464 0.7804
2.8940 -0.9171 0.4091

HOMO-LUMO gap (spin up / spin down) (eV): 7.418 / 5.755
Largest force on an atom (eV Å⁻¹): 4.58
Net charge: +1
LUMO (spin up / spin down) (eV): -5.36 / -5.95
E (hartree): -1320.993336
M (g mol⁻¹): 199.151

Results of the Mulliken charge analysis, in e, for atoms 1 through 6:
1 C 0.1520
2 O -0.4365
3 O -0.1814
4 O -0.6241
5 C 0.7039
6 H 0.3278

=====

Question: The lowest E belongs to which entry?
Answer: C5H3Br3O2

=====

Question: The highest E belongs to which entry?
Answer: C5H3CaO6

=====

Question: What is the E in the first record?
Answer: -1321.676071 hartree

=====

Please write out number 2 again, unchanged.
ORCA calculation (ωB97M-V/def2-TZVPD) on a molecular structure, C5H3Br3O2 in a non-equilibrium geometry.

Geometry (Å):
Br1 0.960 -1.813 2.365
C1 1.014 -0.506 0.997
H1 -0.644 -0.881 -0.280
H2 0.889 0.624 -2.037
O1 3.164 1.390 -0.895
C2 0.300 -0.470 -0.220
C3 -0.084 0.987 2.120
C4 2.282 0.699 -0.474
Br2 0.064 2.510 0.882
O2 2.263 0.058 0.796
H3 -1.084 0.706 2.055
Br3 0.781 1.257 3.773
C5 1.011 0.268 -1.104

Cartesian forces, eV/Å:
0.2049 -0.4953 -0.7332
0.3603 2.7136 2.7499
-1.7784 -0.7511 -0.4707
-1.2006 0.7827 -3.0713
-0.5310 -0.7171 0.8021
1.3910 0.7296 -1.5590
3.2946 0.3143 -2.7854
-0.4150 -0.6498 0.0700
-0.1167 -0.3591 0.9748
0.1092 0.2553 0.3583
-1.5262 -0.6805 0.6444
-0.4788 -0.0739 -0.3255
0.6868 -1.0688 3.3456

HOMO-LUMO gap (spin up / spin down) (eV): 8.145 / 8.144
Largest force on an atom (eV Å⁻¹): 4.33
Net charge: 0
LUMO (spin up / spin down) (eV): -1.00 / -1.00
E (hartree): -8064.758359
M (g mol⁻¹): 334.789

Results of the Mulliken charge analysis, in e, for atoms 1 through 6:
1 Br -0.0349
2 C 0.0023
3 H 0.5525
4 H 0.4662
5 O -0.5242
6 C -0.2840